Formula: C47H45N7P2RuS2Se2
Source: OMol25
Level of theory: wB97M-V/def2-TZVPD

Its molecular weight is 1093.0 g/mol. Its expectation value of S² is 0.759. The calculation puts the gap between HOMO and LUMO (alpha / beta) at 7.086 / 5.994 eV. The value obtained for the energy relative to the best compared isomer or geometry (same formula, charge and spin) is 2.4 kcal per mole. For the LUMO energy (alpha / beta), the calculation gives -0.1060 / -0.1457 Ha.

Geometry as ORCA input:
```
! RIJCOSX wB97M-V def2-TZVPD def2/J DEFGRID3
* xyz 1 2
Ru -0.0345 0.4375 0.1834
C 1.7682 1.7201 2.9036
N 2.5745 0.5319 2.7734
C 3.3116 0.4210 1.5476
P 2.3001 0.1071 -0.0190
C 2.9041 -1.5875 -0.3671
C 2.5599 -2.6031 0.5213
C 3.0078 -3.9008 0.3323
C 3.7979 -4.2007 -0.7676
C 4.1413 -3.1996 -1.6637
C 3.7009 -1.8991 -1.4644
C 3.2093 1.0783 -1.2728
C 2.6334 1.6289 -2.4095
C 3.4186 2.2889 -3.3441
C 4.7822 2.4387 -3.1413
C 5.3721 1.8874 -2.0134
C 4.5920 1.1990 -1.0952
C 3.0183 -0.1825 3.9230
C 3.1738 0.4413 5.1576
C 3.6350 -0.2743 6.2549
C 3.9590 -1.6159 6.1440
C 3.8089 -2.2396 4.9132
C 3.3389 -1.5347 3.8182
P 0.0376 1.2280 2.5387
C -0.2080 0.0673 3.9331
C -0.3246 0.6140 5.2151
C -0.4439 -0.2059 6.3222
C -0.4438 -1.5868 6.1705
C -0.3266 -2.1365 4.9059
C -0.2174 -1.3118 3.7923
C -0.9223 2.6709 3.0782
C -2.2752 2.5178 3.3852
C -3.0327 3.5997 3.7902
C -2.4436 4.8561 3.8895
C -1.1034 5.0201 3.5879
C -0.3415 3.9312 3.1766
H 2.0837 2.4844 2.1916
H 1.8285 2.1583 3.8986
H 3.9901 -0.4245 1.6367
H 3.9093 1.3223 1.3599
H 1.9411 -2.3815 1.3826
H 2.7379 -4.6743 1.0398
H 4.1428 -5.2138 -0.9272
H 4.7489 -3.4313 -2.5281
H 3.9661 -1.1373 -2.1825
H 1.5722 1.5324 -2.5836
H 2.9569 2.6929 -4.2367
H 5.3856 2.9728 -3.8641
H 6.4395 1.9686 -1.8567
H 5.0845 0.7333 -0.2529
H 2.9633 1.4941 5.2790
H 3.7552 0.2371 7.2013
H 4.3343 -2.1637 6.9971
H 4.0495 -3.2890 4.8005
H 3.2222 -2.0451 2.8737
H -0.3202 1.6882 5.3545
H -0.5389 0.2315 7.3073
H -0.5374 -2.2269 7.0379
H -0.3196 -3.2116 4.7797
H -0.1360 -1.7560 2.8130
H -2.7384 1.5406 3.3176
H -4.0822 3.4680 4.0154
H -3.0350 5.7053 4.2055
H -0.6420 5.9954 3.6662
H 0.7020 4.0852 2.9419
S -2.2266 1.7789 0.2292
C -3.7023 0.9143 0.1010
N -4.6980 0.3386 -0.0103
C -1.7226 -3.1992 -2.4938
N -2.6042 -2.7573 -1.4109
C -3.9739 -2.9122 -1.4029
C -4.4162 -2.4762 -0.2027
N -3.3092 -2.0717 0.5042
C -3.3088 -1.6204 1.8963
C -2.2170 -2.2277 -0.2447
Se -0.4162 -1.8939 0.2902
H -2.3346 -3.3352 -3.3807
H -1.2479 -4.1405 -2.2234
H -0.9609 -2.4510 -2.6775
H -4.5056 -3.3036 -2.2505
H -5.4084 -2.3936 0.2002
H -4.3356 -1.4263 2.1853
H -2.7301 -0.7024 1.9733
H -2.8630 -2.3901 2.5239
C -1.3894 3.7891 -2.6880
N 0.0185 4.1638 -2.6270
C 0.8868 3.8786 -1.6444
Se 0.5513 3.0876 0.0192
N 2.0716 4.4060 -1.9806
C 1.9882 5.0506 -3.2040
C 2.9162 5.7561 -3.9589
C 2.4547 6.3087 -5.1376
C 1.1193 6.1623 -5.5497
C 0.2029 5.4518 -4.7991
C 0.6728 4.8971 -3.6155
H -1.6258 3.1805 -1.8220
H -1.5649 3.2188 -3.5977
H -2.0031 4.6892 -2.6845
H 2.8916 4.2865 -1.4078
H 3.9422 5.8747 -3.6392
H 3.1363 6.8741 -5.7576
H 0.8016 6.6195 -6.4763
H -0.8267 5.3472 -5.1107
S -0.9596 0.4953 -2.0180
C 0.3103 -0.4230 -2.7014
N 1.2117 -1.0437 -3.0756
*
```

Here are the Löwdin charges for atoms 1 to 2, given in e: number 1, Ru, carries 0.11; number 2, C, carries -0.34